No. 1
Computed, not measured: 2 unconnected molecules or ions with the total composition C7H14, with wB97M-V/def2-TZVPD.

CARTESIAN COORDINATES (ANGSTROEM)
C 1.668 -1.758 -0.328
C 0.456 0.390 1.527
C 1.740 1.134 1.620
C -0.438 0.931 0.491
C -1.542 0.030 -0.015
C -2.453 0.515 -1.107
C -1.443 -0.560 -1.394
H 1.797 -0.870 -0.956
H 2.648 -2.130 -0.019
H 1.140 -2.528 -0.895
H 1.079 -1.506 0.562
H 2.546 0.389 1.583
H 1.941 1.921 0.873
H 1.820 1.560 2.630
H -0.884 1.725 1.137
H 0.047 1.481 -0.339
H -1.977 -0.602 0.756
H -3.504 0.242 -1.064
H -2.266 1.506 -1.515
H -0.578 -0.295 -1.998
H -1.799 -1.575 -1.548

Force components x, y, z for each atom (eV/Å):
C 0.00 -0.01 -0.02
C 0.03 0.39 -0.16
C -0.05 0.01 -0.01
C 0.08 -0.16 -0.05
C -0.02 -0.02 0.14
C -0.15 0.13 -0.02
C 0.11 -0.12 -0.09
H -0.02 -0.14 0.11
H -0.14 0.04 -0.06
H 0.10 0.10 0.06
H 0.09 -0.09 -0.16
H -0.10 0.08 0.04
H -0.09 -0.10 0.06
H -0.02 -0.10 -0.07
H 0.06 -0.04 0.01
H -0.02 -0.09 0.12
H 0.05 0.11 -0.15
H 0.19 0.03 -0.01
H -0.01 -0.18 0.07
H -0.16 -0.02 0.13
H 0.06 0.18 0.05

Calculated values
energy relative to the best compared isomer or geometry (same formula, charge and spin): 106.0 kcal/mol
gap between HOMO and LUMO: 8.70 eV
net charge: 0

---

No. 2
Computed, not measured: a molecular structure, C7H14, with wB97M-V/def2-TZVPD.

CARTESIAN COORDINATES (ANGSTROEM)
C 1.249 -1.531 -0.219
C -0.078 -0.868 -0.555
C -1.091 -0.787 0.487
C -0.843 -0.794 1.964
C 0.036 0.677 -0.778
C 0.564 1.585 0.303
C -0.586 1.365 -1.914
H 1.936 -1.453 -1.067
H 1.089 -2.591 0.005
H 1.736 -1.076 0.651
H -0.461 -1.304 -1.486
H -2.080 -0.464 0.178
H -1.647 -1.319 2.500
H -0.815 0.222 2.401
H 0.098 -1.290 2.231
H -0.255 2.007 0.899
H 1.133 2.431 -0.103
H 1.223 1.028 0.968
H -0.993 0.797 -2.747
H -0.906 2.421 -1.855
H 0.690 0.944 -1.862

Force components x, y, z for each atom (eV/Å):
C 0.04 -0.03 0.08
C 0.37 0.94 -0.51
C -0.55 0.03 0.56
C 0.08 0.02 0.04
C 0.21 -0.73 0.35
C -0.03 -0.19 0.20
C 0.14 -0.01 -0.46
H -0.08 -0.02 0.11
H 0.03 0.11 -0.01
H -0.09 -0.07 -0.14
H -0.01 0.11 0.13
H 0.04 -0.08 -0.09
H 0.14 0.08 -0.19
H 0.04 -0.16 -0.08
H -0.15 0.10 -0.06
H 0.12 -0.01 0.02
H -0.13 -0.22 -0.08
H 0.00 0.10 0.14
H -0.01 -0.07 0.29
H 0.46 -0.65 0.08
H -0.61 0.76 -0.37

Calculated values
energy relative to the best compared isomer or geometry (same formula, charge and spin): 118.3 kcal/mol
gap between HOMO and LUMO (alpha / beta): 6.86 / 7.65 eV
net charge: 0

---

No. 3
Computed, not measured: C7H14 in the gas phase, with wB97M-V/def2-TZVPD.

CARTESIAN COORDINATES (ANGSTROEM)
C 1.586 -1.119 0.958
C 1.129 -0.573 -0.416
C 0.072 0.544 -0.449
C 0.633 1.963 -0.500
C -1.174 0.380 -1.284
C -1.272 0.327 0.217
C -1.617 -1.004 0.871
H 2.571 -1.589 0.858
H 1.663 -0.330 1.716
H 0.940 -1.894 1.386
H 2.026 -0.167 -0.899
H 0.810 -1.407 -1.055
H 0.922 2.228 -1.529
H 1.520 2.089 0.132
H -0.117 2.701 -0.185
H -1.557 1.261 -1.799
H -1.327 -0.553 -1.826
H -1.696 1.208 0.701
H -2.033 -0.874 1.876
H -0.728 -1.619 0.977
H -2.329 -1.585 0.275

Force components x, y, z for each atom (eV/Å):
C 0.09 0.04 0.09
C 0.04 0.01 -0.12
C 0.13 0.02 -0.03
C 0.03 0.02 0.09
C -0.03 -0.04 -0.12
C -0.10 -0.02 0.14
C -0.05 -0.05 0.01
H -0.07 0.17 0.00
H 0.03 -0.03 -0.20
H 0.17 0.24 -0.21
H -0.15 -0.05 -0.06
H 0.00 0.09 0.18
H 0.00 -0.16 0.25
H -0.17 -0.05 0.01
H 0.13 -0.17 -0.02
H 0.14 -0.19 0.11
H 0.05 0.12 0.15
H 0.05 -0.18 -0.14
H 0.05 0.04 -0.20
H -0.30 -0.01 -0.03
H -0.04 0.21 0.12

Calculated values
energy relative to the best compared isomer or geometry (same formula, charge and spin): 25.4 kcal/mol
SMILES string: CC[C@@]1(C)C[C@H]1C
gap between HOMO and LUMO: 10.74 eV
net charge: 0

---

No. 4
Computed, not measured: C7H14 in the gas phase, with wB97M-V/def2-TZVPD.

CARTESIAN COORDINATES (ANGSTROEM)
C 1.071 0.573 -2.632
C 0.993 0.239 -1.174
C -0.178 -0.206 -0.711
C -1.216 -0.864 -1.577
C -0.650 -0.147 0.723
C 0.401 0.355 1.777
C -0.060 -0.049 3.163
H 0.285 1.248 -2.984
H 1.941 1.206 -2.872
H 1.242 -0.198 -3.387
H 1.762 0.608 -0.521
H -1.968 -0.066 -1.686
H -0.983 -1.139 -2.601
H -1.632 -1.719 -1.051
H -0.793 -1.197 0.968
H -1.422 0.592 0.910
H 0.548 1.436 1.703
H 1.337 -0.094 1.445
H -1.115 0.189 3.342
H -0.106 -1.143 3.203
H 0.542 0.374 3.963

Force components x, y, z for each atom (eV/Å):
C 1.74 0.91 -1.31
C -1.35 0.27 -0.52
C 0.42 -0.28 0.28
C -0.54 1.32 -0.17
C 2.57 0.47 0.84
C -0.23 -0.29 -1.23
C -0.40 -0.63 -0.18
H -0.47 -0.50 0.21
H 0.13 -0.10 0.59
H -0.54 -0.52 0.34
H 0.11 0.26 0.21
H -0.50 -0.53 0.04
H 0.60 -0.08 0.09
H -0.23 0.02 -0.05
H -1.11 0.08 0.50
H -1.09 -0.72 -0.58
H -0.14 0.01 -0.06
H 0.29 -0.10 0.70
H 0.15 0.55 -0.11
H 0.53 0.02 0.32
H 0.05 -0.18 0.08

Calculated values
energy relative to the best compared isomer or geometry (same formula, charge and spin): 33.9 kcal/mol
SMILES string: C/C=C(\C)CCC
gap between HOMO and LUMO: 9.82 eV
net charge: 0

---

No. 5
Computed, not measured: 2 unconnected molecules or ions with the total composition C7H14, with wB97M-V/def2-TZVPD.

CARTESIAN COORDINATES (ANGSTROEM)
C 2.304 0.395 0.064
C 1.266 -0.341 0.408
C 1.187 -1.551 1.282
C -1.537 0.614 0.866
C -1.124 -0.869 -1.231
C -0.375 1.544 -1.003
C -0.632 0.233 -0.279
H 2.338 1.351 -0.370
H 3.279 0.029 0.286
H 1.058 -2.355 0.563
H 2.064 -1.533 1.871
H 0.252 -1.511 1.818
H -2.609 0.625 0.615
H -1.444 -0.197 1.709
H -1.335 1.552 1.395
H -0.572 -0.913 -2.174
H -1.042 -1.857 -0.826
H -2.107 -0.817 -1.676
H -0.048 2.164 -0.170
H -1.347 1.850 -1.457
H 0.423 1.588 -1.690

Force components x, y, z for each atom (eV/Å):
C -0.22 -1.01 0.59
C -4.03 1.70 -1.04
C -0.90 0.95 -2.28
C -0.30 -2.62 2.66
C 0.85 -0.04 -0.41
C -0.85 -0.18 1.20
C 2.71 0.04 -0.36
H -0.57 0.92 -0.93
H 0.80 -0.32 0.54
H 0.47 -0.72 0.39
H 0.77 -0.77 0.87
H -0.03 0.02 0.67
H 0.32 -0.06 -0.28
H -0.38 1.27 -1.36
H 0.37 -0.11 -0.51
H 0.75 0.26 0.34
H 0.00 -0.65 0.55
H -0.92 0.67 0.69
H -0.35 0.84 -0.37
H 0.79 0.27 0.27
H 0.71 -0.43 -1.22

Calculated values
energy relative to the best compared isomer or geometry (same formula, charge and spin): 75.7 kcal/mol
gap between HOMO and LUMO: 9.73 eV
net charge: 0

---

No. 6
Computed, not measured: 3 unconnected molecules or ions with the total composition C7H14, with wB97M-V/def2-TZVPD.

CARTESIAN COORDINATES (ANGSTROEM)
C 1.680 -0.815 0.262
C 1.093 -0.023 1.223
C 0.529 1.350 0.868
C -0.211 1.415 -0.483
C -1.484 0.557 -0.624
C -1.243 -0.945 -0.504
C -0.139 -1.527 -1.085
H 2.197 -1.726 0.553
H 1.981 -0.395 -0.687
H 1.335 -0.199 2.271
H -0.263 -0.658 1.470
H -0.159 1.672 1.662
H 1.346 2.084 0.852
H -0.495 2.461 -0.652
H 0.486 1.166 -1.293
H -2.207 0.869 0.142
H -1.949 0.777 -1.595
H -0.921 -0.914 0.975
H -2.104 -1.569 -0.265
H -0.040 -2.610 -1.104
H 0.424 -0.997 -1.842

Force components x, y, z for each atom (eV/Å):
C 0.12 0.17 0.13
C 0.13 -0.08 -0.11
C -0.03 0.02 0.02
C 0.05 0.00 -0.07
C -0.01 0.01 0.04
C 0.11 -0.09 -0.11
C -0.21 0.02 -0.12
H -0.09 0.14 -0.03
H -0.08 -0.04 0.12
H -0.11 -0.01 -0.14
H -0.01 0.00 0.04
H 0.11 -0.06 -0.10
H -0.11 -0.07 0.00
H 0.04 -0.15 0.01
H -0.08 0.04 0.10
H 0.09 -0.07 -0.11
H 0.07 -0.01 0.13
H -0.04 0.00 0.03
H 0.13 0.10 0.03
H -0.04 0.15 0.00
H -0.05 -0.05 0.16

Calculated values
energy relative to the best compared isomer or geometry (same formula, charge and spin): 102.4 kcal/mol
gap between HOMO and LUMO: 9.66 eV
net charge: 0

---

No. 7
Computed, not measured: C7H14 in the gas phase, with wB97M-V/def2-TZVPD.

CARTESIAN COORDINATES (ANGSTROEM)
C 0.785 0.845 1.261
C 0.891 -0.228 0.167
C 0.579 -1.656 0.475
C -0.286 -1.879 1.654
C -0.028 0.015 -1.086
C -1.507 0.217 -0.743
C 0.477 1.178 -1.943
H 1.167 1.809 0.906
H 1.389 0.559 2.131
H -0.239 1.003 1.614
H 1.912 -0.203 -0.240
H 0.052 -0.897 -1.692
H 0.470 -2.226 2.384
H -0.948 -2.741 1.517
H -0.829 -1.039 2.113
H -2.095 0.276 -1.666
H -1.670 1.151 -0.192
H -1.917 -0.604 -0.145
H 1.543 1.074 -2.173
H -0.069 1.202 -2.893
H 0.323 2.144 -1.448

Force components x, y, z for each atom (eV/Å):
C -0.07 0.00 0.06
C 0.09 -0.08 0.02
C -0.12 0.23 0.24
C -0.07 0.03 -0.09
C -0.08 -0.05 -0.13
C -0.04 0.00 0.05
C 0.06 0.07 0.01
H -0.07 -0.16 0.00
H -0.09 0.05 -0.14
H 0.14 -0.03 -0.08
H -0.15 -0.05 0.02
H -0.01 0.12 0.06
H -0.02 0.02 -0.06
H 0.15 0.08 0.04
H 0.11 -0.09 -0.11
H 0.09 0.00 0.13
H 0.04 -0.13 -0.07
H 0.07 0.11 -0.10
H -0.15 0.01 0.04
H 0.06 0.03 0.16
H 0.04 -0.14 -0.03

Calculated values
energy relative to the best compared isomer or geometry (same formula, charge and spin): 84.2 kcal/mol
gap between HOMO and LUMO: 8.48 eV
net charge: 0

---

No. 8
Computed, not measured: 2 unconnected molecules or ions with the total composition C7H14, with wB97M-V/def2-TZVPD.

CARTESIAN COORDINATES (ANGSTROEM)
C -1.121 1.721 1.032
C -0.512 0.804 1.778
C -1.006 -0.601 1.980
C -0.114 -1.628 1.275
H -0.709 2.718 0.895
H -2.058 1.502 0.522
H 0.432 1.056 2.267
H -1.042 -0.825 3.055
H -2.033 -0.683 1.604
H -0.116 -1.457 0.192
H -0.463 -2.649 1.462
H 0.922 -1.559 1.627
C -0.072 -0.328 -2.858
C 0.405 0.458 -1.897
C 1.800 0.402 -1.348
H 0.544 -1.089 -3.333
H -1.096 -0.235 -3.212
H -0.250 1.205 -1.448
H 2.363 -0.437 -1.768
H 2.345 1.328 -1.569
H 1.780 0.296 -0.256

Force components x, y, z for each atom (eV/Å):
C 0.07 -0.10 0.13
C -0.08 0.14 -0.10
C -0.08 0.01 0.01
C 0.06 -0.05 -0.04
H -0.04 -0.15 0.05
H 0.12 0.02 0.10
H -0.12 -0.03 -0.08
H 0.01 0.04 -0.15
H 0.14 0.02 0.04
H 0.01 -0.04 0.18
H 0.05 0.15 -0.02
H -0.15 -0.01 -0.05
C 0.04 0.09 0.08
C -0.07 -0.06 -0.14
C 0.04 -0.04 0.02
H -0.06 0.09 0.10
H 0.15 0.00 0.07
H 0.09 -0.12 -0.11
H -0.08 0.12 0.05
H -0.09 -0.11 0.03
H 0.00 0.02 -0.17

Calculated values
energy relative to the best compared isomer or geometry (same formula, charge and spin): 37.0 kcal/mol
SMILES string: C=CCC.C=CC
gap between HOMO and LUMO: 10.69 eV
net charge: 0

---

No. 9
Computed, not measured: C7H14 in the gas phase, with wB97M-V/def2-TZVPD.

CARTESIAN COORDINATES (ANGSTROEM)
C -0.763 -2.102 -0.147
C 0.125 -1.056 -0.800
C 1.038 -0.240 0.059
C 1.119 -0.430 1.562
C -0.064 0.611 -0.440
C -1.249 1.042 0.366
C 0.450 1.700 -1.393
H -0.252 -3.072 -0.009
H -1.621 -2.307 -0.788
H -1.129 -1.820 0.850
H -0.293 -0.492 -1.666
H 2.015 -0.004 -0.358
H 1.616 0.456 1.975
H 1.708 -1.307 1.840
H 0.143 -0.503 2.051
H -1.987 1.543 -0.276
H -0.938 1.749 1.140
H -1.755 0.196 0.838
H 1.261 1.363 -2.050
H -0.309 2.195 -2.011
H 0.884 2.478 -0.741

Force components x, y, z for each atom (eV/Å):
C -0.21 0.19 -0.09
C -1.08 1.17 -0.06
C 0.21 0.47 0.14
C 0.03 -0.12 0.05
C 0.29 0.42 0.78
C -0.03 0.00 0.26
C -0.15 -0.21 -0.06
H 0.11 0.51 -0.19
H -0.08 0.01 0.11
H -0.05 -0.04 -0.19
H 1.16 -1.74 -0.98
H 0.04 0.04 0.05
H -0.05 -0.19 0.00
H -0.03 0.02 -0.02
H 0.17 -0.04 -0.17
H 0.21 -0.10 0.12
H -0.20 0.05 0.13
H 0.06 0.15 0.08
H -0.23 -0.14 0.13
H -0.04 -0.24 0.12
H -0.12 -0.20 -0.20

Calculated values
energy relative to the best compared isomer or geometry (same formula, charge and spin): 66.5 kcal/mol
SMILES string: C[C@@H]1[C@H](C)C1(C)C
gap between HOMO and LUMO: 8.64 eV
net charge: 0

---

No. 10
Computed, not measured: C7H14 in the gas phase, with wB97M-V/def2-TZVPD.

CARTESIAN COORDINATES (ANGSTROEM)
C -1.316 1.257 -0.209
C -1.248 -0.156 0.378
C -2.336 -1.042 -0.230
C 0.134 -0.802 0.193
C 1.293 0.089 0.587
C 2.702 -0.284 0.226
C 2.032 0.871 -0.464
H -0.956 1.266 -1.246
H -2.346 1.630 -0.209
H -0.701 1.961 0.360
H -1.436 -0.081 1.460
H -3.337 -0.684 0.040
H -2.265 -1.040 -1.325
H -2.247 -2.081 0.109
H 0.164 -1.735 0.775
H 0.255 -1.096 -0.862
H 1.172 0.585 1.550
H 3.489 -0.064 0.942
H 2.858 -1.198 -0.342
H 1.726 0.726 -1.498
H 2.365 1.879 -0.236

Force components x, y, z for each atom (eV/Å):
C 0.02 0.05 -0.02
C 0.00 0.00 0.04
C -0.04 -0.04 -0.01
C 0.03 -0.03 -0.03
C -0.11 0.02 0.09
C 0.14 -0.14 0.05
C -0.03 0.16 -0.12
H -0.07 -0.02 0.11
H 0.14 -0.06 0.03
H -0.06 -0.10 -0.11
H 0.03 0.00 -0.14
H 0.15 -0.04 -0.05
H 0.01 -0.01 0.15
H -0.01 0.15 -0.03
H -0.01 0.13 -0.08
H -0.01 0.06 0.12
H 0.03 -0.07 -0.14
H -0.14 -0.04 -0.12
H -0.06 0.15 0.08
H 0.03 0.02 0.19
H -0.04 -0.17 0.00

Calculated values
energy relative to the best compared isomer or geometry (same formula, charge and spin): 18.6 kcal/mol
SMILES string: CC(C)CC1CC1
gap between HOMO and LUMO: 11.32 eV
net charge: 0

---

No. 11
Computed, not measured: a molecular structure, C7H14, with wB97M-V/def2-TZVPD.

CARTESIAN COORDINATES (ANGSTROEM)
C 2.372 -0.159 -0.119
C 1.095 -0.561 -0.585
C -0.074 -1.422 0.096
C -1.162 -0.523 -0.498
C -2.453 -0.278 0.261
C -0.006 0.480 -0.448
C 0.015 1.370 0.768
H 1.929 1.374 -1.132
H 2.503 0.278 0.867
H 3.265 -0.536 -0.604
H 1.141 -0.941 -1.611
H -0.022 -2.451 -0.265
H 0.001 -1.377 1.184
H -1.374 -0.825 -1.532
H -2.265 -0.035 1.312
H -3.005 0.555 -0.189
H -3.101 -1.161 0.233
H 1.112 1.534 -1.349
H 0.934 1.960 0.796
H -0.034 0.794 1.707
H -0.845 2.050 0.770

Force components x, y, z for each atom (eV/Å):
C 0.11 0.00 0.00
C 0.02 0.19 -0.25
C 0.00 -0.35 0.20
C -0.04 -0.01 -0.08
C 0.04 0.05 0.02
C -0.01 0.04 0.18
C 0.06 0.05 -0.03
H -0.27 -0.02 0.01
H -0.06 -0.05 -0.14
H -0.07 0.07 0.08
H -0.02 0.14 0.09
H -0.04 0.12 0.13
H -0.19 -0.05 -0.16
H 0.08 0.03 0.18
H -0.03 -0.03 -0.15
H 0.04 -0.10 0.09
H 0.14 0.13 -0.02
H 0.19 -0.03 0.07
H -0.10 -0.06 0.01
H 0.02 0.05 -0.14
H 0.13 -0.16 -0.08

Calculated values
energy relative to the best compared isomer or geometry (same formula, charge and spin): 130.2 kcal/mol
gap between HOMO and LUMO (alpha / beta): 7.78 / 7.47 eV
net charge: 0

---

No. 12
Computed, not measured: C7H14 in the gas phase, with wB97M-V/def2-TZVPD.

CARTESIAN COORDINATES (ANGSTROEM)
C -0.700 1.664 0.637
C -0.520 0.208 0.194
C -1.056 0.055 -1.235
C -1.274 -0.736 1.141
C 0.960 -0.136 0.318
C 1.992 0.045 -0.753
C 1.589 -1.342 -0.309
H -0.380 1.799 1.678
H -0.096 2.329 0.009
H -1.748 1.978 0.561
H -2.120 0.318 -1.276
H -0.531 0.720 -1.930
H -0.956 -0.972 -1.608
H -0.713 -0.895 2.075
H -2.260 -0.349 1.423
H -1.402 -1.714 0.665
H 1.316 0.084 1.324
H 1.671 0.354 -1.746
H 2.969 0.409 -0.449
H 2.285 -1.924 0.289
H 1.003 -1.920 -1.017

Force components x, y, z for each atom (eV/Å):
C 0.00 0.09 0.03
C 0.02 0.00 -0.04
C 0.03 0.01 -0.08
C -0.04 -0.13 0.20
C -0.05 0.07 0.16
C 0.08 0.05 -0.10
C 0.04 -0.15 -0.05
H -0.04 -0.02 -0.13
H -0.08 -0.05 0.08
H 0.14 -0.07 0.01
H 0.14 -0.06 0.07
H -0.08 -0.07 0.11
H 0.00 0.15 0.10
H -0.13 0.11 -0.26
H 0.07 -0.04 -0.19
H -0.01 0.08 0.13
H 0.03 -0.06 -0.12
H 0.09 -0.04 0.23
H -0.17 -0.02 -0.12
H -0.11 0.10 -0.16
H 0.06 0.05 0.15

Calculated values
energy relative to the best compared isomer or geometry (same formula, charge and spin): 17.8 kcal/mol
SMILES string: CC(C)(C)C1CC1
gap between HOMO and LUMO: 11.14 eV
net charge: 0